Formula: C33H57BBr20F5INO5S
Source: OMol25
Level of theory: ωB97M-V/def2-TZVPD

HOMO energy   -11.4 eV
Strongest force on any atom   0.1936 hartree/bohr
LUMO energy   -4.64 eV
Charge   +1

Each atom is followed by the atoms it is bonded to, with distances in Å.
Positions of all 124 atoms, in Å:
1 I 3.85281 0.48441 -1.39281  C58 2.212
2 Br -7.93123 6.30632 3.62731  C44 1.951
3 Br -3.57714 0.57749 -6.20652  C36 1.950
4 Br -7.58477 -4.20419 6.78229  C60 1.951
5 Br 2.66275 -5.14659 -6.79164  C57 1.950
6 Br -2.60071 1.48629 -10.34354  C65 1.950
7 Br 0.38491 -2.23868 -5.89540  C39 1.950
8 Br -1.54964 -2.05253 -10.51315  C51 1.951
9 Br 4.31371 -3.51215 -3.91766  C53 1.951
10 Br 7.54326 6.40527 2.67056  C35 1.951
11 Br 4.71058 6.02244 5.01280  C48 1.950
12 Br -5.75603 -1.40733 5.20430  C62 1.950
13 Br 9.04326 2.97483 5.16187  C49 1.951
14 Br 6.21058 2.59201 7.50411  C63 1.950
15 Br -6.88765 4.09703 6.39980  C66 1.950
16 Br -2.52238 -3.92408 -4.35792  C56 1.951
17 Br -2.24695 1.31931 6.33687  C42 1.951
18 Br -6.78095 1.29982 -7.90079  C46 1.951
19 Br -2.02411 4.28957 4.14948  C47 1.950
20 Br 3.07973 2.24842 3.17561  C61 1.950
21 Br 3.40704 4.29136 0.11359  C38 1.951
22 S -0.53873 -3.23620 1.70854  O29 1.579, O31 1.579, C41 1.860, C64 1.868
23 F -4.26464 -4.11769 -0.09208  C45 1.509
24 F -1.61945 -5.07164 -0.01800  C64 1.511
25 F -3.55742 -4.55163 2.14373  C45 1.504
26 F -1.74243 -2.69333 -0.75243  C64 1.488
27 F -3.81891 -2.21394 1.31148  C45 1.480
28 O -1.75315 1.12907 -1.22078  B67 1.505, H85 1.020
29 O 0.15318 -4.60333 2.08827  S22 1.579
30 O 2.83978 0.44556 -4.39175  C58 1.360
31 O -1.28466 -2.80055 3.02990  S22 1.579
32 O 1.77042 -4.78279 -3.01689  C37 1.499, H78 1.010
33 N 0.43086 -0.12291 -0.58799  C43 1.544, C54 1.401, B67 1.531
34 C -0.34448 1.82346 2.27731  C52 1.519, H104 1.173, H118 1.193
35 C 7.45862 6.72267 4.59331  Br10 1.951, C48 1.511, H105 1.094, H110 1.094
36 C -5.35576 -0.15432 -5.88243  Br3 1.950, C46 1.511, H121 1.093, H122 1.093
37 C 0.96943 -4.41174 -1.80547  O32 1.499, C40 1.646, H76 1.188, H98 1.172
38 C 4.12618 4.59351 1.90144  Br21 1.951, C61 1.511, H72 1.094, H119 1.094
39 C -0.79826 -3.60612 -6.62636  Br7 1.950, C56 1.511, H73 1.093, H107 1.093
40 C 2.03760 -3.81436 -0.70504  C37 1.646, C50 1.632, H70 1.191, H101 1.194
41 C 0.82789 -2.07916 1.20508  S22 1.860, C43 1.667, C50 1.634, H93 1.194
42 C -2.75643 3.16978 6.68479  Br17 1.951, C47 1.511, H89 1.094, H116 1.094
43 C 0.49356 -0.47224 0.91474  N33 1.544, C41 1.667, C52 1.635, H111 1.194
44 C -7.55352 4.39263 3.62721  Br2 1.951, C66 1.511, H97 1.094, H120 1.094
45 C -3.36982 -3.58941 1.00258  F23 1.509, F25 1.504, F27 1.480, C64 1.672
46 C -6.09867 -0.37888 -7.17875  Br18 1.951, C36 1.511, H87 1.094, H123 1.094
47 C -3.38089 3.80348 5.46362  Br19 1.950, C42 1.511, H113 1.093, H124 1.093
48 C 6.61140 5.67877 5.28271  Br11 1.950, C35 1.511, H92 1.093, H96 1.093
49 C 8.95862 3.29224 7.08462  Br13 1.951, C63 1.511, H71 1.094, H82 1.094
50 C 1.70029 -2.31440 -0.15659  C40 1.632, C41 1.634, C54 1.657, H95 1.194
51 C -0.83641 -0.58596 -9.44294  Br8 1.951, C65 1.511, H79 1.094, H100 1.094
52 C -0.46468 0.34290 1.95931  C34 1.519, C43 1.635, H115 1.192
53 C 4.77350 -5.16159 -4.85191  Br9 1.951, C57 1.511, H75 1.094, H88 1.094
54 C 1.14904 -1.15587 -1.20525  N33 1.401, C50 1.657, C55 1.661
55 C 1.38653 -1.14595 -2.84876  C54 1.661, C58 1.672, H69 1.175, H80 1.183
56 C -2.23025 -3.37125 -6.20560  Br16 1.951, C39 1.511, H86 1.094, H103 1.094
57 C 4.55646 -5.02497 -6.34087  Br5 1.950, C53 1.511, H68 1.093, H91 1.093
58 C 2.61586 -0.05236 -3.14645  I1 2.212, O30 1.360, C55 1.672
59 C 0.51490 2.35280 -1.95177  B67 1.644, H77 1.193, H83 1.188, H109 1.172
60 C -6.48198 -4.18043 5.17351  Br4 1.951, C62 1.511, H81 1.094, H84 1.094
61 C 4.58999 3.30006 2.52966  Br20 1.950, C38 1.511, H94 1.093, H99 1.093
62 C -5.27357 -3.29131 5.35242  Br12 1.950, C60 1.511, H90 1.093, H114 1.093
63 C 8.11140 2.24833 7.77401  Br14 1.950, C49 1.511, H106 1.093, H117 1.093
64 C -1.81124 -3.63215 0.39951  S22 1.868, F24 1.511, F26 1.488, C45 1.672
65 C -1.94316 0.30836 -8.93492  Br6 1.950, C51 1.511, H108 1.093, H112 1.093
66 C -8.06485 3.73466 4.88753  Br15 1.950, C44 1.511, H74 1.093, H102 1.093
67 B -0.24949 1.07769 -1.25083  O28 1.505, N33 1.531, C59 1.644
68 H 4.92157 -4.07808 -6.74809  C57 1.093
69 H 0.41301 -0.90628 -3.46192  C55 1.175
70 H 3.13515 -3.79713 -1.16712  C40 1.191
71 H 9.99562 3.23552 7.42752  C49 1.094
72 H 4.96847 5.27603 1.75690  C38 1.094
73 H -0.69606 -3.51948 -7.71161  C39 1.093
74 H -9.06617 4.06662 5.17546  C66 1.093
75 H 5.83141 -5.32804 -4.62987  C53 1.094
76 H 0.45478 -5.42755 -1.46727  C37 1.188
77 H -0.13257 3.33081 -1.73414  C59 1.193
78 H 1.09467 -4.91092 -3.75719  O32 1.010
79 H -0.10580 -0.06227 -10.06561  C51 1.094
80 H 1.79091 -2.17740 -3.26404  C55 1.183
81 H -6.17725 -5.21997 5.02298  C60 1.094
82 H 8.59005 4.31230 7.22388  C49 1.094
83 H 1.59208 2.58212 -1.50504  C59 1.188
84 H -7.12913 -3.87312 4.34736  C60 1.094
85 H -1.93335 1.49045 -0.28399  O28 1.020
86 H -2.91244 -3.98799 -6.79757  C56 1.094
87 H -5.48319 -0.83525 -7.95893  C46 1.094
88 H 4.18159 -5.96122 -4.39803  C53 1.094
89 H -1.85852 3.68819 7.03232  C42 1.094
90 H -4.54734 -3.46218 4.55298  C62 1.093
91 H 5.02969 -5.85217 -6.87706  C57 1.093
92 H 6.75616 5.71846 6.36585  C48 1.093
93 H 1.63396 -2.23476 2.07201  C41 1.194
94 H 5.15377 2.66162 1.84389  C61 1.093
95 H 2.77328 -1.91172 0.17852  C50 1.194
96 H 6.80498 4.66126 4.93208  C48 1.093
97 H -6.47517 4.28006 3.48497  C44 1.094
98 H 0.16707 -3.63831 -2.16793  C37 1.172
99 H 5.19797 3.49842 3.41664  C61 1.093
100 H -0.31745 -1.06873 -8.61000  C51 1.094
101 H 2.10505 -4.58182 0.20753  C40 1.194
102 H -8.06447 2.64629 4.78177  C66 1.093
103 H -2.53843 -2.32458 -6.27820  C56 1.094
104 H -1.19922 2.43659 2.79614  C34 1.173
105 H 7.09005 7.74274 4.73257  C35 1.094
106 H 8.25616 2.28802 8.85715  C63 1.093
107 H -0.40427 -4.57430 -6.30521  C39 1.093
108 H -1.57029 0.97847 -8.15541  C65 1.093
109 H 0.55981 2.15040 -3.10488  C59 1.172
110 H 8.49562 6.66595 4.93621  C35 1.094
111 H 1.56348 -0.00760 1.17164  C43 1.194
112 H -2.80585 -0.24321 -8.55116  C65 1.093
113 H -3.87210 4.74453 5.72602  C47 1.093
114 H -4.77925 -3.41939 6.31937  C62 1.093
115 H -1.30523 -0.22924 2.58119  C52 1.192
116 H -3.47924 3.11591 7.50383  C42 1.094
117 H 8.30498 1.23082 7.42339  C63 1.093
118 H 0.62089 2.43362 1.93173  C34 1.193
119 H 3.34754 5.10152 2.47710  C38 1.094
120 H -8.07410 4.00068 2.74883  C44 1.094
121 H -5.86563 0.53438 -5.20313  C36 1.093
122 H -5.18285 -1.10345 -5.36767  C36 1.093
123 H -6.98514 -0.99771 -7.01323  C46 1.094
124 H -4.09893 3.15353 4.95595  C47 1.093